# 1
Density functional theory data (ωB97M-V with the def2-TZVPD basis set) for a 15-piece molecular cluster, C51H129N3O15 overall in a non-equilibrium geometry.

ORCA input file:
```
! RIJCOSX wB97M-V def2-TZVPD def2/J DEFGRID3
* xyz 0 1
C -1.56 -4.20 -6.60
C -0.80 -5.55 -6.75
O -1.66 -6.64 -6.50
H -1.62 -3.93 -5.55
H -2.56 -4.18 -7.03
H -0.97 -3.46 -7.14
H -0.02 -5.57 -5.98
H -0.32 -5.58 -7.72
H -1.25 -7.42 -6.90
C 1.41 4.95 -4.77
C 1.77 4.84 -6.25
O 2.97 4.24 -6.51
H 2.08 4.39 -4.12
H 0.42 4.59 -4.47
H 1.40 5.98 -4.42
H 1.88 5.88 -6.56
H 1.06 4.17 -6.74
H 2.95 3.34 -6.17
C -2.42 -6.64 -2.84
C -1.42 -5.71 -2.25
O -0.19 -6.09 -2.80
H -3.28 -6.41 -2.21
H -2.40 -7.69 -2.54
H -2.72 -6.49 -3.87
H -1.26 -5.74 -1.17
H -1.62 -4.71 -2.62
H -0.23 -7.05 -2.87
C -3.56 -2.91 -3.16
C -4.38 -1.78 -2.59
O -5.78 -2.17 -2.51
H -3.63 -3.78 -2.51
H -2.52 -2.62 -3.31
H -4.03 -3.14 -4.12
H -4.40 -0.95 -3.30
H -3.91 -1.31 -1.73
H -6.22 -1.51 -3.05
C 5.58 2.68 -5.23
C 4.66 1.48 -4.94
O 3.83 1.45 -6.07
H 6.53 2.57 -4.69
H 5.27 3.70 -5.00
H 5.76 2.72 -6.30
H 4.16 1.68 -4.00
H 5.08 0.48 -4.82
H 3.44 0.58 -6.13
C 6.56 -0.44 -1.81
C 6.25 -1.58 -0.85
O 7.36 -1.67 0.06
H 5.62 -0.15 -2.28
H 7.29 -0.51 -2.62
H 6.82 0.50 -1.32
H 6.11 -2.50 -1.42
H 5.35 -1.38 -0.26
H 7.61 -2.59 0.17
C -2.72 5.85 -1.49
C -1.50 5.55 -2.25
O -2.05 5.40 -3.58
H -3.15 6.81 -1.80
H -2.41 6.11 -0.47
H -3.46 5.05 -1.58
H -0.98 4.66 -1.88
H -0.76 6.35 -2.38
H -1.41 5.48 -4.30
C -3.91 2.09 -5.43
C -2.50 2.31 -5.73
O -1.79 1.08 -5.78
H -4.50 1.71 -6.26
H -4.42 2.99 -5.06
H -3.96 1.36 -4.62
H -1.93 2.86 -4.98
H -2.37 2.98 -6.59
H -1.58 0.74 -4.91
C 4.34 0.95 2.66
C 4.06 1.90 3.82
O 3.57 3.11 3.32
H 4.85 1.54 1.90
H 3.34 0.81 2.26
H 4.82 -0.01 2.86
H 5.01 2.02 4.34
H 3.35 1.44 4.51
H 3.53 3.77 4.02
C 0.40 2.24 2.86
C 0.33 3.34 1.79
O 1.61 3.63 1.31
H 0.71 1.29 2.44
H -0.63 2.19 3.23
H 1.13 2.57 3.60
H -0.01 4.29 2.21
H -0.38 3.11 0.99
H 2.26 3.56 2.01
C -4.90 1.85 -1.46
C -6.45 1.87 -1.56
O -6.94 2.38 -2.81
H -4.54 2.68 -2.06
H -4.46 0.94 -1.88
H -4.53 1.99 -0.44
H -6.80 2.64 -0.87
H -6.88 0.93 -1.21
H -6.88 3.34 -2.87
C 2.43 -5.78 -0.67
C 2.55 -6.96 0.24
O 1.96 -8.12 -0.26
H 2.96 -4.92 -0.24
H 1.39 -5.50 -0.78
H 2.93 -6.02 -1.61
H 2.13 -6.63 1.20
H 3.59 -7.18 0.49
H 2.02 -8.74 0.48
C -5.28 3.49 3.33
C -3.89 2.88 3.75
C -4.00 2.55 5.23
C -4.45 1.19 5.54
C -3.79 0.06 4.65
C -3.88 0.42 3.14
N -3.42 1.76 2.90
O -3.23 2.19 1.60
C -3.00 -0.59 2.28
C -5.31 0.24 2.55
C -2.83 4.05 3.68
H -5.43 4.45 3.83
H -6.09 2.82 3.63
H -5.31 3.68 2.26
H -3.09 2.82 5.76
H -4.78 3.17 5.68
H -5.53 1.14 5.61
H -4.22 0.86 6.55
H -4.38 -0.86 4.71
H -2.75 -0.22 4.83
H -2.93 -0.39 1.21
H -2.00 -0.63 2.73
H -3.48 -1.56 2.42
H -5.36 -0.66 1.93
H -6.11 0.02 3.26
H -5.70 0.98 1.86
H -2.72 4.37 2.64
H -1.84 3.84 4.09
H -3.19 4.92 4.23
H -2.34 2.56 1.62
C -0.89 1.30 -2.01
C 0.47 0.62 -1.64
C 0.33 0.05 -0.27
C 1.38 -1.03 0.12
C 1.21 -2.20 -0.88
C 1.47 -1.74 -2.35
N 0.66 -0.48 -2.63
O 0.82 -0.03 -3.93
C 3.00 -1.74 -2.62
C 0.91 -2.87 -3.30
C 1.66 1.66 -1.73
H -1.18 2.06 -1.28
H -1.64 0.52 -1.88
H -0.81 1.77 -2.99
H 0.52 0.93 0.35
H -0.68 -0.33 -0.15
H 1.13 -1.24 1.16
H 2.34 -0.52 0.11
H 0.24 -2.68 -0.72
H 1.94 -2.98 -0.63
H 3.45 -2.71 -2.42
H 3.19 -1.59 -3.69
H 3.59 -0.95 -2.15
H 1.30 -3.85 -3.02
H -0.18 -2.92 -3.37
H 1.25 -2.70 -4.33
H 1.75 2.45 -0.99
H 1.54 2.37 -2.55
H 2.60 1.13 -1.88
H 1.68 0.40 -3.91
C 2.03 -2.95 5.78
C 1.90 -1.48 5.52
C 0.51 -1.06 6.04
C 0.25 -0.82 7.52
C 1.38 0.16 7.98
C 2.84 -0.32 7.60
N 2.95 -0.64 6.21
O 4.20 -1.12 5.83
C 3.75 0.78 7.91
C 3.39 -1.46 8.56
C 1.91 -1.24 3.98
H 1.72 -3.12 6.81
H 3.05 -3.32 5.66
H 1.38 -3.54 5.14
H 0.31 -0.11 5.56
H -0.22 -1.72 5.58
H 0.34 -1.72 8.14
H -0.72 -0.36 7.69
H 1.31 0.20 9.06
H 1.09 1.14 7.61
H 4.82 0.64 7.73
H 3.48 1.67 7.33
H 3.80 1.00 8.98
H 4.38 -1.69 8.18
H 3.42 -1.14 9.60
H 2.68 -2.29 8.47
H 0.99 -1.41 3.42
H 2.66 -1.83 3.46
H 2.16 -0.21 3.75
H 4.56 -0.36 5.36
*
```

Output
- HOMO: -8.158 eV
- Relative energy (zero: lowest compared OMol25 entry of this formula, charge and spin): 4.471 eV
- Molecular weight: 1024.60 g/mol

=====

# 2
Density functional theory data (ωB97M-V with the def2-TZVPD basis set) for C51H29F18GeN2O2P2PdS as an isolated structure in a non-equilibrium geometry.

ORCA input file:
```
! RIJCOSX wB97M-V def2-TZVPD def2/J DEFGRID3
* xyz 1 1
Pd -0.78 0.48 -0.10
O 1.11 0.75 1.31
P 1.25 0.17 2.67
C -0.38 -0.37 3.31
P -0.99 -1.80 2.31
O -0.76 -1.60 0.86
C -0.16 -3.31 2.87
C 0.68 -3.98 1.98
C 1.31 -5.14 2.37
C 1.11 -5.66 3.64
C 0.25 -5.01 4.52
C -0.38 -3.84 4.14
C -2.74 -1.90 2.78
C -3.14 -1.75 4.11
C -4.47 -1.87 4.44
C -5.42 -2.12 3.46
C -5.02 -2.24 2.14
C -3.69 -2.13 1.79
C 1.85 1.34 3.93
C 0.97 2.28 4.45
C 1.40 3.14 5.45
C 2.70 3.06 5.92
C 3.59 2.15 5.37
C 3.16 1.28 4.38
C 2.35 -1.26 2.73
C 2.43 -2.04 3.88
C 3.33 -3.09 3.93
C 4.16 -3.35 2.85
C 4.12 -2.54 1.72
C 3.20 -1.50 1.67
H -1.09 0.45 3.16
H -0.33 -0.61 4.37
H 0.83 -3.57 1.00
H 1.96 -5.66 1.68
H 1.61 -6.56 3.95
H 0.06 -5.42 5.50
H -1.06 -3.35 4.82
H -2.41 -1.54 4.88
H -4.78 -1.77 5.47
H -6.46 -2.23 3.73
H -5.76 -2.42 1.37
H -3.36 -2.22 0.77
H -0.04 2.34 4.07
H 0.71 3.86 5.87
H 3.02 3.72 6.71
H 4.61 2.12 5.71
H 3.85 0.57 3.95
H 1.82 -1.82 4.75
H 3.39 -3.70 4.82
H 4.87 -4.16 2.91
H 4.81 -2.72 0.92
H 3.14 -0.84 0.81
C -4.04 3.08 1.31
C -3.30 1.87 1.19
N -2.69 0.90 1.09
H -4.59 3.26 0.40
H -3.34 3.91 1.47
H -4.73 3.02 2.15
F 4.05 -4.17 -1.29
C 4.17 -3.04 -2.00
F 5.29 -2.45 -1.58
F 4.36 -3.41 -3.27
C 2.96 -2.15 -1.85
C 1.69 -2.70 -1.79
C 0.60 -1.84 -1.70
N 0.74 -0.51 -1.62
C 1.96 0.01 -1.64
C 3.10 -0.77 -1.78
H 1.55 -3.77 -1.83
H -0.40 -2.24 -1.68
H 2.04 1.09 -1.53
H 4.08 -0.32 -1.82
F 1.26 4.35 -2.70
C 1.71 3.49 -3.62
C 0.89 2.43 -3.95
C 1.38 1.51 -4.86
F 0.65 0.41 -5.13
C 2.62 1.65 -5.46
F 3.05 0.75 -6.34
C 3.42 2.75 -5.13
F 4.61 2.90 -5.68
C 2.97 3.67 -4.19
F 3.74 4.69 -3.83
Ge -0.95 2.46 -3.16
S -1.00 2.64 -1.00
C -1.90 4.06 -3.92
C -3.27 4.04 -3.79
F -3.81 2.96 -3.17
C -4.10 5.06 -4.25
F -5.42 4.98 -4.12
C -3.52 6.17 -4.85
F -4.28 7.17 -5.28
C -2.13 6.22 -5.00
F -1.56 7.28 -5.57
C -1.35 5.15 -4.56
F -0.04 5.20 -4.78
C -1.88 0.89 -4.04
C -2.24 -0.29 -3.42
F -2.15 -0.39 -2.07
C -2.69 -1.39 -4.14
F -2.98 -2.53 -3.51
C -2.82 -1.30 -5.53
F -3.24 -2.36 -6.22
C -2.50 -0.11 -6.17
F -2.63 0.00 -7.49
C -2.04 0.96 -5.41
F -1.70 2.11 -6.01
*
```

Output
- HOMO (alpha / beta): -11.362 / -11.362 eV
- Molecular weight: 1316.81 g/mol

=====

# 3
Density functional theory data (ωB97M-V with the def2-TZVPD basis set) for C51H30FeN8OP as an isolated structure in a non-equilibrium geometry.

ORCA input file:
```
! RIJCOSX wB97M-V def2-TZVPD def2/J DEFGRID3
* xyz -1 1
Fe 0.19 0.11 0.38
C 6.60 -1.89 0.76
C 6.03 -3.17 0.93
C 4.67 -3.36 0.89
C 3.86 -2.25 0.65
C 2.43 -2.06 0.61
N 1.61 -3.05 0.86
C 0.36 -2.84 1.25
C -0.55 -3.92 1.58
C -0.50 -5.30 1.36
C -1.59 -6.05 1.74
C -2.72 -5.45 2.34
C -2.77 -4.08 2.55
C -1.68 -3.31 2.13
C -1.45 -1.89 2.06
N -2.40 -1.00 2.45
C -2.24 0.27 2.27
N -1.28 0.94 1.55
C -1.38 2.27 1.88
N -0.59 3.24 1.57
C 0.45 2.95 0.67
N 1.26 1.79 0.88
C 2.49 2.07 0.47
N 3.51 1.27 0.25
C 3.30 -0.06 0.33
N 2.13 -0.73 0.32
C 4.41 -0.98 0.49
C 5.79 -0.78 0.55
C 2.64 3.54 0.25
C 3.72 4.31 -0.12
C 3.52 5.68 -0.27
C 2.26 6.24 -0.06
C 1.17 5.45 0.29
C 1.39 4.09 0.43
C -2.57 2.48 2.74
C -3.14 3.63 3.26
C -4.30 3.49 4.01
C -4.86 2.23 4.24
C -4.27 1.08 3.72
C -3.12 1.24 2.96
N -0.24 -1.63 1.54
H 7.67 -1.77 0.80
H 6.69 -4.02 1.10
H 4.22 -4.34 1.04
H 0.37 -5.75 0.90
H -1.60 -7.12 1.56
H -3.56 -6.07 2.64
H -3.64 -3.60 2.99
H 6.21 0.21 0.43
H 4.69 3.85 -0.28
H 4.35 6.32 -0.56
H 2.13 7.31 -0.18
H 0.19 5.87 0.45
H -2.68 4.60 3.08
H -4.78 4.37 4.43
H -5.76 2.15 4.83
H -4.68 0.09 3.89
O -0.20 2.69 -0.69
C -0.24 1.46 -0.99
C -0.79 1.29 -2.35
C -0.99 2.31 -3.27
C -1.46 2.02 -4.53
C -1.72 0.70 -4.89
C -1.54 -0.33 -3.97
C -1.09 -0.02 -2.69
P -0.96 -1.12 -1.22
C -0.50 -2.70 -2.03
C 0.87 -2.98 -2.09
C 1.34 -4.10 -2.75
C 0.46 -4.95 -3.40
C -0.90 -4.66 -3.40
C -1.38 -3.54 -2.72
C -2.75 -1.28 -0.77
C -3.53 -0.12 -0.73
C -4.85 -0.17 -0.33
C -5.43 -1.38 0.04
C -4.66 -2.53 0.03
C -3.33 -2.48 -0.38
H -0.76 3.33 -2.98
H -1.62 2.81 -5.26
H -2.07 0.46 -5.89
H -1.75 -1.35 -4.25
H 1.56 -2.31 -1.60
H 2.40 -4.31 -2.76
H 0.82 -5.84 -3.91
H -1.60 -5.30 -3.93
H -2.44 -3.33 -2.74
H -3.09 0.84 -0.99
H -5.44 0.75 -0.30
H -6.46 -1.41 0.36
H -5.08 -3.47 0.35
H -2.74 -3.39 -0.34
*
```

Output
- HOMO (alpha / beta): -3.031 / -3.027 eV
- Relative energy (zero: lowest compared OMol25 entry of this formula, charge and spin): 0.410 eV
- Molecular weight: 857.67 g/mol